[1]
ORCA calculation (ωB97M-V/def2-TZVPD) on the molecule C5H6N2S in a non-equilibrium geometry.

Last column: Löwdin charge in e.
CARTESIAN COORDINATES (ANGSTROEM)
H (0.48, -0.03, 1.63)  0.162
C (0.43, -0.16, 0.51)  -0.316
H (3.72, -1.77, -0.70)  0.093
H (0.23, 2.20, 0.62)  0.160
C (2.82, -1.01, -0.53)  0.072
S (-3.46, -0.79, -0.22)  0.436
H (-2.02, 1.61, -0.86)  0.202
C (1.80, -0.57, -0.08)  -0.083
H (-0.80, -1.94, 0.62)  0.156
C (0.10, 1.21, -0.06)  -0.137
H (0.61, 1.47, -1.11)  0.152
N (-1.39, 1.02, -0.12)  -0.035
C (-1.80, -0.25, 0.00)  -0.906
N (-0.73, -0.98, 0.31)  0.045

Output
spin multiplicity = 1
molar mass = 126.2 Da
lowest unoccupied orbital energy = 0.57 eV
total energy = -701.7085 Eh
SMILES = C#C[C@H]1CNC(=S)N1



[2]
ORCA calculation (ωB97M-V/def2-TZVPD) on a structure of composition C31H35As2GeO5ReS2.

Last column: Löwdin charge in e.
CARTESIAN COORDINATES (ANGSTROEM)
O (1.95, -1.49, -0.15)  0.078
C (-1.90, 3.33, -0.33)  -0.115
C (-3.12, 2.52, -4.22)  -0.097
H (3.58, 1.88, 0.41)  0.040
H (4.27, 0.26, 0.13)  0.040
H (-4.52, 4.22, 1.62)  0.109
O (0.42, 0.04, 0.40)  -0.319
C (5.56, -2.99, 2.88)  -0.050
S (-0.81, 2.16, 3.24)  0.207
H (-3.21, -2.95, 0.16)  0.102
H (3.13, 1.04, 4.76)  0.037
C (-2.76, 2.62, -6.59)  -0.080
H (-1.39, -1.20, -4.09)  0.096
H (0.81, 1.70, -3.14)  0.066
C (1.28, -0.56, -0.53)  -0.497
C (-1.73, -1.58, -3.13)  -0.101
As (0.94, -2.15, 2.77)  1.076
H (3.59, 2.38, 3.69)  0.048
C (3.71, 1.31, 3.88)  -0.243
O (-0.03, 2.43, 1.99)  -0.472
C (4.11, 1.05, 0.87)  -0.232
H (0.93, -0.74, -2.57)  0.124
C (-2.76, -2.57, -0.75)  -0.093
C (-3.72, 1.80, -0.61)  -0.127
H (-1.97, -3.57, -3.89)  0.108
H (2.37, 0.12, -2.11)  0.132
H (-4.42, 3.53, -5.59)  0.107
H (-2.23, 4.95, 1.04)  0.112
O (0.32, 1.37, 4.00)  -0.575
H (5.05, 1.40, 1.27)  0.041
H (-0.90, 3.67, -0.57)  0.100
H (5.80, -0.89, 2.54)  0.109
C (4.66, -4.03, 3.04)  -0.050
C (-2.42, 2.19, -0.93)  -0.289
C (3.30, -3.79, 2.99)  -0.084
H (0.92, -1.95, 5.28)  0.043
C (0.41, -2.60, 4.58)  -0.238
C (1.30, 0.04, -1.90)  -0.153
H (0.36, -4.46, 2.08)  0.041
H (-2.52, -0.58, 0.01)  0.059
H (6.62, -3.17, 2.91)  0.117
H (-4.16, 0.92, -1.07)  0.105
H (0.85, 2.12, -1.44)  0.068
C (2.83, -2.50, 2.77)  -0.403
C (-4.47, 2.53, 0.30)  -0.079
H (-1.00, 1.61, -7.30)  0.105
H (-5.48, 2.21, 0.54)  0.107
Ge (-1.43, 1.18, -2.25)  1.027
O (-1.37, 3.23, 3.97)  -0.251
C (-2.65, 4.07, 0.58)  -0.087
C (-1.87, -0.71, -2.04)  -0.266
H (-2.90, -4.46, -1.78)  0.106
H (-3.06, 2.95, -7.58)  0.106
H (0.44, -3.40, 0.65)  0.037
H (5.02, -5.04, 3.20)  0.117
H (-0.98, -3.35, 1.71)  0.033
C (0.10, -3.49, 1.67)  -0.224
C (-1.96, 1.76, -4.03)  -0.267
H (-3.72, 2.79, -3.36)  0.095
H (2.61, -4.62, 3.13)  0.106
H (0.69, -3.63, 4.77)  0.039
C (0.54, 1.35, -2.15)  -0.229
C (5.09, -1.70, 2.67)  -0.087
C (-3.94, 3.66, 0.90)  -0.077
C (-2.37, -1.24, -0.85)  -0.125
C (-2.60, -3.42, -1.84)  -0.082
C (-2.08, -2.92, -3.03)  -0.075
H (-0.66, -2.47, 4.69)  0.040
C (-1.21, 1.46, -5.17)  -0.128
H (4.75, 1.07, 4.04)  0.037
Re (0.47, 0.27, 2.24)  1.004
As (3.06, 0.34, 2.34)  1.116
H (-0.29, 0.88, -5.09)  0.093
S (-1.84, 0.48, 2.69)  0.433
C (-3.52, 2.94, -5.48)  -0.077
C (3.72, -1.46, 2.61)  -0.407
C (-1.60, 1.87, -6.44)  -0.084

Output
spin multiplicity = 2
charge = +1
molar mass = 960.4 Da
lowest unoccupied orbital energy (spin up / spin down) = -5.06 / -4.87 eV
total energy = -9001.4027 Eh



[3]
ORCA calculation (ωB97M-V/def2-TZVPD) on the ion C9H22N2P with charge +1 in a non-equilibrium geometry.

Last column: Löwdin charge in e.
CARTESIAN COORDINATES (ANGSTROEM)
H (1.02, 4.55, 1.20)  0.101
N (1.40, 1.01, 1.08)  -0.097
H (3.45, 0.23, 0.98)  0.140
H (-0.15, 4.68, 0.07)  0.021
C (1.31, -0.98, 2.41)  -0.083
H (2.27, -1.32, 1.99)  0.090
H (-3.75, -2.55, -3.35)  0.103
H (2.58, 1.02, -0.55)  0.080
C (0.44, -0.17, 1.53)  -0.347
P (-0.30, -2.41, 0.16)  1.052
N (0.09, -0.85, 0.19)  -0.264
H (-0.20, -3.54, -1.99)  0.069
H (-0.55, 2.23, 1.96)  0.117
H (-2.52, -3.56, -1.32)  0.096
C (-0.69, -2.64, -1.66)  -0.431
H (-0.79, 4.74, 1.59)  0.104
C (-0.01, 4.25, 0.95)  -0.079
C (-2.64, -2.67, -3.42)  -0.058
C (-0.42, 2.77, 0.96)  -0.200
H (2.19, -0.56, -0.17)  0.071
H (-1.37, 2.44, 0.53)  0.114
H (0.04, 1.30, -0.54)  0.153
H (0.76, -1.90, 2.63)  0.072
C (0.66, 1.93, 0.21)  -0.173
H (-0.21, -1.99, -2.24)  0.015
H (-2.10, -1.86, -3.80)  0.062
H (-2.58, -1.88, -1.22)  0.108
H (1.57, 1.45, 1.94)  0.153
C (-2.21, -2.71, -1.94)  -0.329
C (2.55, 0.35, 0.28)  0.033
H (1.43, -0.68, 3.40)  0.075
H (1.40, 2.59, -0.12)  0.103
H (-2.40, -3.60, -3.74)  0.037
H (-0.29, 0.32, 2.01)  0.091

Output
spin multiplicity = 1
charge = +1
molar mass = 189.3 Da
lowest unoccupied orbital energy = -3.91 eV
total energy = -806.6094 Eh
SMILES = CCC/P=N/[C@@H](C)[N@@H+](C)CCC



[4]
ORCA calculation (ωB97M-V/def2-TZVPD) on a structure of composition C33H36AsBCsIN12S.

Last column: Löwdin charge in e.
CARTESIAN COORDINATES (ANGSTROEM)
H (-1.58, -0.05, -2.78)  0.081
H (5.03, -3.93, 2.48)  0.062
C (2.19, 1.15, 6.02)  -0.134
C (0.87, 1.27, 5.64)  -0.115
H (3.49, 0.29, 3.03)  0.058
H (-2.55, -3.62, -1.08)  0.096
H (-3.27, 0.88, 0.75)  0.111
N (0.59, 1.82, -3.83)  -0.039
H (1.28, 5.45, -2.15)  0.101
N (-1.18, -5.79, 4.00)  0.034
H (-3.03, -1.09, -4.56)  0.113
N (-1.28, -4.97, 1.67)  0.022
C (-4.70, 2.13, 4.15)  -0.112
H (2.49, 1.32, 7.05)  0.082
C (1.24, 4.62, -1.47)  -0.128
H (5.29, 0.11, -2.35)  0.059
C (-3.68, 1.22, 1.69)  -0.008
C (-0.95, 1.23, 3.97)  -0.493
C (-3.15, -2.78, -3.09)  -0.794
H (4.25, -4.10, -1.56)  0.053
B (0.05, 3.11, -3.21)  -0.531
C (-3.55, 3.72, -2.55)  -0.094
C (-2.54, -2.83, -1.82)  -0.216
H (-6.57, 2.27, 3.12)  0.089
H (2.55, -4.82, -3.31)  0.059
H (2.11, 5.24, 0.46)  0.074
N (0.36, 0.59, -3.32)  0.058
H (3.54, 0.15, -2.10)  0.055
C (1.38, 0.68, 3.28)  -0.188
N (0.72, 3.43, -1.86)  -0.062
H (3.35, -2.11, 2.08)  0.045
H (2.45, 0.02, -5.80)  0.076
N (0.36, -3.77, 0.29)  0.031
H (2.80, -3.07, -3.40)  0.041
H (1.75, 2.64, -5.38)  0.103
H (-4.40, 4.31, -2.25)  0.074
H (-5.66, 1.48, 0.96)  0.095
H (5.62, -2.85, 1.22)  0.050
H (4.18, 0.70, 5.32)  0.081
H (0.13, 1.54, 6.40)  0.058
C (-3.36, 1.79, 4.02)  -0.490
H (1.03, -1.31, -3.85)  0.088
C (3.45, -2.95, 1.38)  -0.440
H (2.68, -3.67, 1.65)  0.044
C (2.43, -3.88, -2.76)  -0.194
I (-4.30, -4.23, -4.00)  0.776
C (-0.38, -4.33, 1.00)  -0.428
H (0.32, 4.03, -3.96)  0.107
C (4.58, -1.32, -0.87)  -0.459
C (2.71, 0.57, 3.74)  -0.190
C (1.79, 0.43, -5.06)  -0.089
H (-4.32, 1.65, -2.96)  0.088
C (1.33, 3.16, 0.17)  -0.173
H (1.47, 2.64, 1.11)  0.074
N (-1.87, -1.71, -1.59)  0.002
S (-2.09, 1.84, 5.19)  1.060
C (-2.24, 4.12, -2.65)  -0.111
H (-5.10, 2.49, 5.09)  0.096
C (-2.81, -1.56, -3.61)  -0.174
C (1.65, 4.49, -0.16)  -0.089
C (1.07, -0.25, -4.06)  -0.173
C (4.84, -3.57, 1.47)  -0.179
C (4.41, -0.51, -2.15)  -0.191
C (-3.51, 2.36, -2.92)  -0.186
H (4.27, -1.15, -3.02)  0.051
H (4.94, -4.41, 0.79)  0.055
N (-2.28, 1.98, -3.21)  0.051
H (5.41, -2.03, -0.95)  0.049
C (0.49, 1.04, 4.31)  -0.304
C (3.13, 0.80, 5.05)  -0.135
N (0.77, 2.54, -0.85)  0.051
N (-1.49, 1.01, 2.82)  0.045
N (-2.05, -0.96, -2.68)  -0.020
H (4.80, -0.66, -0.03)  0.059
N (-1.50, 3.06, -3.04)  -0.036
C (-2.84, 1.33, 2.81)  -0.309
H (-1.77, 5.07, -2.45)  0.111
As (2.89, -2.27, -0.39)  1.073
C (-5.01, 1.56, 1.82)  -0.096
C (-5.52, 2.01, 3.04)  -0.116
Cs (0.23, -0.59, 0.66)  0.690
C (-1.17, -5.37, 2.91)  -0.469
C (3.18, -3.92, -1.42)  -0.460
H (1.37, -3.71, -2.59)  0.053
H (2.77, -4.72, -0.80)  0.051
C (1.45, 1.75, -4.86)  -0.110

Output
spin multiplicity = 1
charge = -2
molar mass = 978.3 Da
lowest unoccupied orbital energy = 3.35 eV
total energy = -4912.9368 Eh



[5]
ORCA calculation (ωB97M-V/def2-TZVPD) on a cluster of 7 separate species, C28H35F21O14 in total in a non-equilibrium geometry.

Last column: Löwdin charge in e.
CARTESIAN COORDINATES (ANGSTROEM)
F (6.82, -6.83, -4.30)  0.187
O (2.41, -3.37, 5.25)  0.033
C (0.41, 6.49, -2.18)  -0.214
H (2.43, 6.35, -3.00)  0.081
H (-3.07, 4.35, -2.55)  0.125
H (4.07, -3.35, -3.29)  0.122
C (-4.28, 2.70, -1.84)  -0.058
F (0.69, 2.66, -3.76)  0.180
H (-0.60, 0.72, -0.42)  0.109
C (7.74, -0.57, -2.21)  -0.050
H (-10.85, 0.80, 5.26)  0.077
H (2.64, -5.00, -1.09)  0.082
C (0.30, -1.23, -0.95)  -0.051
C (-2.58, -0.22, 0.98)  -0.384
C (3.65, -3.98, 5.59)  -0.204
F (0.01, 2.11, -5.71)  0.182
H (5.98, -0.79, -3.40)  0.134
O (-0.92, 6.06, 0.07)  0.178
C (-3.26, -0.96, 2.14)  -0.541
H (4.26, -3.21, -1.56)  0.115
H (4.02, -4.55, 4.73)  0.124
H (3.61, -4.65, 6.45)  0.132
H (0.85, -0.84, -1.82)  0.067
H (-11.93, 2.08, 4.64)  0.080
H (-5.25, 3.19, -1.68)  0.081
C (4.01, -3.91, -2.35)  -0.191
H (5.62, -3.36, 6.00)  0.079
F (-2.38, -1.82, 2.70)  0.148
O (6.29, -4.03, -3.85)  0.160
C (0.26, -3.28, 4.21)  -0.535
C (-8.60, -0.02, 3.46)  -0.393
C (-1.56, 3.08, -4.21)  -0.399
C (6.05, -4.94, -3.12)  -0.375
O (-3.06, 0.74, 0.46)  0.158
H (-10.54, 2.43, 2.70)  0.123
H (7.99, -0.12, -1.25)  0.084
F (4.65, 2.08, -0.24)  0.175
O (-1.62, 4.15, -4.73)  0.166
F (2.73, 1.14, -0.16)  0.160
F (-1.47, 3.20, -0.34)  0.174
H (-4.19, 3.67, -3.76)  0.130
C (-0.36, 3.73, 0.14)  -0.581
F (3.24, 2.39, -1.86)  0.176
F (8.12, -5.97, -2.76)  0.157
O (-1.51, -0.85, 0.52)  0.032
F (-6.38, 0.89, 3.23)  0.184
H (-1.57, -0.36, -1.48)  0.131
O (-8.97, 1.25, 3.30)  0.036
F (-0.81, -4.05, 4.26)  0.187
F (-6.63, -1.27, 3.08)  0.177
F (0.37, -2.77, 2.96)  0.145
H (-10.92, 0.75, 2.84)  0.123
C (6.27, -0.86, -2.35)  -0.194
H (0.68, 7.34, -1.55)  0.130
O (0.45, 5.26, -1.48)  0.028
H (-3.83, 2.91, -0.87)  0.055
H (8.34, -1.46, -2.39)  0.083
H (4.70, -2.16, 4.98)  0.079
C (3.71, 1.51, -0.99)  -0.557
C (-0.87, -0.30, -0.65)  -0.173
F (0.11, -2.22, 5.03)  0.162
H (-0.06, -2.23, -1.16)  0.078
O (4.91, -5.03, -2.42)  0.012
C (-10.35, 1.55, 3.32)  -0.207
H (5.98, -1.87, -2.08)  0.099
C (4.67, -2.86, 5.81)  -0.058
H (-0.60, 6.63, -2.57)  0.132
F (-3.70, -0.15, 3.08)  0.186
H (-4.51, 1.67, -2.08)  0.085
H (1.82, -3.90, -2.16)  0.068
H (1.03, -1.21, -0.14)  0.078
C (1.53, -4.07, 4.57)  -0.392
H (7.98, 0.23, -2.91)  0.083
C (4.23, 0.28, -1.78)  -0.398
H (1.30, 7.33, -3.95)  0.083
O (1.65, -5.23, 4.33)  0.166
H (1.14, 5.58, -3.95)  0.071
H (-10.36, 2.42, 5.40)  0.080
F (-4.27, -1.71, 1.69)  0.169
H (2.49, -5.43, -2.77)  0.084
C (-3.50, 3.43, -2.94)  -0.196
F (-0.36, 3.69, 1.45)  0.212
C (-7.07, -0.16, 3.65)  -0.559
F (-6.90, -0.28, 4.98)  0.163
F (-0.61, 0.92, -4.03)  0.169
C (-0.28, 5.16, -0.37)  -0.392
C (-0.33, 2.16, -4.43)  -0.571
H (4.40, -2.29, 6.70)  0.077
O (5.53, 0.16, -1.64)  0.045
O (3.45, -0.42, -2.36)  0.165
F (6.37, -7.12, -2.20)  0.157
F (0.64, 3.00, -0.33)  0.163
C (-10.90, 1.75, 4.73)  -0.057
C (2.66, -4.59, -2.10)  -0.043
C (6.85, -6.25, -3.11)  -0.532
C (1.39, 6.44, -3.34)  -0.053
O (-2.39, 2.61, -3.31)  0.031
O (-9.34, -0.94, 3.62)  0.173

Output
spin multiplicity = 1
molar mass = 994.5 Da
lowest unoccupied orbital energy = 0.22 eV
total energy = -4238.5802 Eh
SMILES = CCOC(=O)C(F)(F)F.CCOC(=O)C(F)(F)F.CCOC(=O)C(F)(F)F.CCOC(=O)C(F)(F)F.CCOC(=O)C(F)(F)F.CCOC(=O)C(F)(F)F.CCOC(=O)C(F)(F)F